{"formula": "C23H39BN10O3P", "method": "ωB97M-V/def2-TZVPD", "e_tot_ha": -2038.9207, "homo_lumo_gap_ev": 3.606, "charge": -1, "e_homo_ha": -0.0720, "species": ["C", "C", "B", "O", "C", "P", "O", "O", "H", "H", "H", "H", "H", "H", "H", "H", "H", "C", "C", "N", "H", "H", "H", "C", "C", "N", "H", "H", "H", "C", "C", "N", "H", "H", "H", "C", "C", "N", "H", "H", "H", "C", "C", "N", "H", "H", "H", "C", "C", "N", "H", "H", "H", "C", "C", "N", "H", "H", "H", "C", "C", "N", "H", "H", "H", "C", "C", "N", "H", "H", "H", "C", "C", "N", "H", "H", "H"], "positions_angstrom": [[-0.96422, 0.94135, 3.40193], [-1.97986, -0.38565, 3.42911], [-1.83805, -1.20241, 1.98100], [-2.56587, -0.64038, 0.82628], [-0.89962, -2.55229, 1.99315], [0.50465, -2.46706, 0.66920], [1.85900, -3.30217, 1.44888], [1.00841, -0.76673, 0.61582], [-1.68304, 1.88488, 3.44167], [-0.18993, 0.90393, 4.28052], [-0.38922, 0.90886, 2.35779], [-3.10032, -0.00709, 3.57896], [-1.67488, -1.05848, 4.33749], [-1.93732, -0.46437, 0.04703], [-1.55907, -3.49294, 1.67826], [1.93971, -4.16343, 0.92995], [1.34178, -0.54600, -0.30552], [-5.10858, -2.61704, -1.67631], [-3.62121, -2.92071, -1.75188], [-2.38727, -3.17264, -1.81460], [-5.45858, -2.22659, -2.63585], [-5.66369, -3.52877, -1.43901], [-5.29796, -1.87220, -0.89838], [-7.58570, -2.88176, -5.63872], [-7.60727, -2.15142, -4.30592], [-7.62517, -1.54556, -3.20020], [-7.50942, -3.95973, -5.47193], [-8.50389, -2.67142, -6.19404], [-6.72779, -2.55150, -6.23096], [2.70053, 2.82649, 2.42907], [2.36392, 3.35334, 3.81446], [2.08469, 3.79044, 4.96381], [3.62530, 3.28633, 2.06989], [2.83275, 1.74162, 2.46470], [1.89114, 3.06390, 1.73312], [4.78376, 2.34023, -1.06961], [5.08717, 3.44734, -0.07339], [5.33885, 4.36581, 0.75310], [3.76173, 1.97907, -0.92576], [4.88744, 2.71844, -2.09036], [5.47891, 1.50843, -0.92574], [3.03052, 2.58282, -5.40686], [2.59322, 2.10622, -4.03143], [2.23045, 1.71080, -2.89035], [3.94728, 2.06732, -5.70598], [2.24780, 2.37206, -6.14078], [3.21831, 3.65991, -5.38591], [4.11094, -7.15780, 1.84102], [3.07302, -6.63233, 0.86285], [2.21193, -6.19640, 0.05137], [3.62934, -7.43348, 2.78321], [4.60522, -8.03889, 1.42259], [4.86206, -6.38761, 2.03706], [0.03391, 3.24119, -1.15187], [-0.30270, 3.76804, 0.23352], [-0.58193, 4.20514, 1.38287], [0.95868, 3.70103, -1.51105], [0.16613, 2.15632, -1.11624], [-0.77547, 3.47860, -1.84783], [-1.52923, 7.15691, -1.22618], [-1.07529, 6.39023, -2.45757], [-0.69870, 5.75421, -3.47917], [-1.59926, 8.22365, -1.45601], [-2.51007, 6.79702, -0.90346], [-0.81229, 7.01421, -0.41288], [1.22553, -6.84642, -2.90663], [1.67947, -7.61310, -4.13803], [2.05607, -8.24912, -5.15963], [1.15550, -5.77968, -3.13647], [0.24470, -7.20631, -2.58391], [1.94247, -6.98912, -2.09333], [0.14410, 3.89628, 7.49446], [0.23296, 3.34930, 8.90977], [0.30668, 2.89555, 10.08395], [0.08049, 4.98760, 7.51986], [1.03117, 3.60443, 6.92556], [-0.74484, 3.49928, 6.99647]], "atomic_forces_ev_per_a": [[-0.81, -0.41, -0.81], [-0.60, 0.54, 0.54], [0.80, -0.86, 0.23], [2.14, 0.59, 0.04], [0.23, 0.93, -2.44], [-1.22, -0.66, 1.07], [-0.73, -0.47, -1.12], [0.19, -0.48, -0.72], [2.00, -1.75, -0.04], [-1.57, 0.24, -1.72], [-1.03, 0.36, 2.33], [2.26, -0.63, -0.12], [-0.71, 1.18, -1.86], [-1.37, -1.08, 1.78], [1.40, 1.74, 0.26], [-0.21, 1.83, 0.79], [-0.67, -0.95, 1.74], [1.40, -0.22, -0.06], [8.15, -1.67, -0.34], [-9.87, 1.96, 0.32], [0.23, -0.11, 0.30], [0.17, 0.10, -0.04], [0.17, -0.11, -0.11], [0.00, 0.59, 1.09], [-0.21, 4.03, 7.27], [-0.01, -4.83, -8.97], [0.00, 0.21, 0.09], [0.12, 0.03, 0.19], [-0.11, 0.01, 0.20], [-0.21, 0.39, 1.15], [-1.91, 2.84, 7.50], [2.37, -3.47, -9.31], [-0.19, 0.03, 0.28], [-0.15, 0.12, 0.14], [0.00, 0.00, 0.31], [0.29, 0.90, 0.93], [1.77, 6.05, 5.34], [-1.97, -7.29, -6.64], [0.18, 0.13, 0.01], [-0.04, 0.04, 0.26], [-0.07, 0.19, 0.09], [-0.36, -0.39, 1.12], [-2.44, -2.62, 7.52], [2.94, 3.15, -9.25], [-0.17, 0.01, 0.16], [0.07, -0.01, 0.23], [-0.09, -0.18, 0.12], [-0.86, 0.46, -0.78], [-5.64, 2.85, -5.32], [6.98, -3.59, 6.55], [-0.04, 0.12, -0.21], [-0.16, 0.16, -0.05], [-0.23, -0.03, -0.11], [-0.32, 0.32, 1.20], [-1.89, 2.85, 7.46], [2.23, -3.32, -9.15], [-0.19, -0.04, 0.14], [-0.02, 0.18, 0.15], [0.13, 0.02, 0.20], [0.38, -0.60, -0.97], [2.47, -4.15, -6.73], [-2.99, 5.09, 8.15], [0.05, -0.21, -0.10], [0.20, -0.05, -0.12], [-0.08, -0.11, -0.18], [0.44, -0.69, -1.09], [2.42, -4.16, -6.73], [-2.97, 5.03, 8.10], [0.03, -0.19, 0.01], [0.18, 0.02, -0.12], [-0.16, 0.03, -0.25], [0.10, -0.54, 1.26], [0.42, -2.95, 7.73], [-0.58, 3.63, -9.31], [0.04, -0.19, 0.11], [-0.20, 0.05, 0.16], [0.15, -0.02, 0.16]], "mulliken_charge": [-0.44, -0.41, 0.50, -0.70, -0.77, 0.24, -0.36, -0.56, 0.23, 0.23, -0.09, 0.15, 0.18, 0.25, 0.07, 0.18, 0.27, -0.55, 0.30, -0.43, 0.06, 0.30, 0.29, -0.76, 0.46, -0.48, 0.26, 0.30, 0.27, 0.10, 0.22, -0.60, 0.09, 0.25, -0.22, -0.40, 0.39, -0.52, 0.07, 0.17, 0.33, -0.84, 0.47, -0.48, 0.29, 0.32, 0.27, -0.76, 0.51, -0.57, 0.27, 0.29, 0.27, -0.70, 0.34, -0.57, 0.27, 0.24, 0.41, -0.75, 0.43, -0.49, 0.31, 0.26, 0.26, -0.43, 0.29, -0.46, 0.28, 0.26, 0.07, -0.43, 0.28, -0.45, 0.26, 0.18, 0.24]}

***

{"formula": "C23H39BrIN10O3SiV", "method": "ωB97M-V/def2-TZVPD", "e_tot_ha": -5778.4817, "homo_lumo_gap_ev": [5.598, 5.365], "spin_multiplicity": 2, "relative_energy_ev": 0.000, "charge": -1, "e_homo_ha": [-0.1304, -0.1218], "species": ["V", "C", "C", "C", "O", "C", "O", "O", "H", "H", "H", "H", "H", "H", "H", "N", "C", "N", "N", "N", "N", "C", "N", "N", "N", "N", "H", "I", "C", "C", "C", "C", "C", "N", "H", "H", "H", "H", "C", "C", "C", "C", "Si", "Br", "C", "C", "C", "C", "C", "C", "C", "C", "H", "H", "H", "H", "H", "H", "H", "H", "H", "H", "H", "H", "H", "H", "H", "H", "H", "H", "H", "H", "H", "H", "H", "H", "H", "H", "H"], "positions_angstrom": [[-0.04913, 2.58874, -0.11591], [1.83608, 1.49806, 3.11871], [1.80395, 2.84896, 2.42312], [2.32203, 3.95268, 3.31686], [0.41952, 3.09286, 2.08112], [2.63116, 2.72641, 1.13759], [3.84463, 2.83704, 1.18756], [1.91780, 2.44412, 0.09197], [1.11274, 1.48966, 3.93790], [2.83657, 1.31558, 3.51214], [1.58108, 0.69603, 2.42122], [1.82537, 3.92036, 4.29022], [2.14487, 4.93053, 2.86027], [3.39574, 3.82948, 3.44254], [0.27165, 4.05671, 1.95061], [0.61823, 4.76442, -2.57911], [0.53964, 3.43001, -2.90717], [0.76966, 2.98160, -4.12314], [0.51224, 1.65579, -4.03813], [0.15139, 1.33165, -2.85054], [0.15817, 2.45671, -2.06622], [0.37436, 5.28221, -1.32532], [0.42963, 6.57304, -1.03396], [0.11217, 6.62911, 0.27231], [-0.11939, 5.44593, 0.73284], [0.03577, 4.54240, -0.27955], [1.01246, 5.38189, -3.26591], [-2.36266, 1.53971, 2.61479], [-2.99354, 2.18813, 0.73301], [-4.36376, 2.19685, 0.53749], [-4.88658, 2.69189, -0.64273], [-3.99086, 3.18408, -1.57151], [-2.63864, 3.13197, -1.32007], [-2.07984, 2.61235, -0.17926], [-5.00575, 1.82390, 1.32164], [-5.95497, 2.70278, -0.81924], [-4.32491, 3.61129, -2.50802], [-1.94618, 3.50697, -2.05384], [2.80915, -1.69298, 0.50323], [2.01403, -2.66779, -0.38836], [2.44272, -2.36281, -1.83121], [2.42983, -4.11069, -0.04996], [0.12947, -2.44283, -0.17716], [-0.10096, -0.19776, 0.11230], [-0.55387, -3.13099, 1.47633], [-0.73994, -4.65689, 1.40609], [0.41537, -2.79390, 2.62169], [-1.90521, -2.50454, 1.86531], [-0.90001, -2.93867, -1.70348], [-2.40130, -2.84072, -1.38873], [-0.58321, -4.39177, -2.10564], [-0.63318, -2.02459, -2.90862], [3.87973, -1.90540, 0.38083], [2.57346, -1.78181, 1.56316], [2.64493, -0.65451, 0.20773], [3.53913, -2.39133, -1.87813], [2.12426, -1.36667, -2.15256], [2.06489, -3.09601, -2.54547], [3.49726, -4.23110, -0.27630], [1.88277, -4.85572, -0.63766], [2.29310, -4.34730, 1.00744], [0.17489, -5.19096, 1.13803], [-1.51626, -4.93669, 0.68891], [-1.05966, -5.02096, 2.39117], [1.37217, -3.30962, 2.53103], [-0.04000, -3.10972, 3.57033], [0.60614, -1.71732, 2.68799], [-2.71489, -2.78763, 1.19609], [-1.85969, -1.41277, 1.90372], [-2.17004, -2.85951, 2.87215], [-2.72325, -3.59854, -0.67128], [-2.96268, -3.00869, -2.31686], [-2.67989, -1.85303, -1.00680], [-0.78228, -5.11001, -1.30504], [0.45731, -4.51607, -2.41744], [-1.21473, -4.66694, -2.96098], [-0.73238, -0.96601, -2.67461], [-1.37062, -2.26301, -3.68880], [0.35273, -2.17763, -3.34265]], "atomic_forces_ev_per_a": [[1.08, -0.67, 1.13], [-0.02, -0.13, 0.09], [-0.30, -0.01, 0.07], [-0.04, 0.16, 0.07], [-0.10, 0.08, -0.25], [-0.32, -0.03, -0.60], [0.03, -0.07, -0.03], [0.56, -0.20, 0.49], [0.05, 0.02, 0.01], [-0.01, -0.03, -0.03], [-0.01, 0.05, 0.03], [0.01, 0.02, -0.03], [0.01, -0.04, 0.02], [0.00, 0.00, 0.03], [0.05, -0.05, 0.12], [0.04, 0.04, 0.17], [-0.13, 0.10, 0.23], [0.02, -0.22, -0.13], [-0.05, 0.07, 0.15], [0.07, 0.24, 0.00], [0.14, -0.23, -1.53], [0.09, -0.10, -0.33], [-0.15, 0.11, 0.17], [0.18, -0.24, -0.01], [-0.04, 0.07, -0.30], [-0.06, 1.39, 0.13], [-0.03, 0.01, -0.03], [0.02, -0.02, 0.01], [0.20, 0.10, -0.21], [-0.02, 0.01, 0.03], [-0.13, -0.05, 0.10], [0.13, 0.10, -0.18], [0.18, -0.11, 0.24], [-1.55, -0.11, 0.32], [0.01, -0.01, 0.01], [0.05, 0.00, 0.02], [0.04, -0.01, 0.02], [0.08, -0.02, -0.01], [0.09, -0.04, -0.03], [0.10, 0.02, 0.08], [0.07, 0.04, -0.04], [0.08, -0.02, -0.06], [0.10, 0.25, 0.02], [-0.27, -0.31, -0.07], [-0.04, 0.00, 0.06], [-0.04, -0.01, 0.08], [-0.03, -0.03, 0.10], [0.00, 0.02, 0.13], [-0.05, -0.07, 0.00], [-0.05, -0.02, -0.05], [-0.02, -0.03, -0.06], [-0.12, -0.07, -0.15], [-0.10, 0.01, 0.01], [0.02, 0.00, -0.03], [0.04, -0.07, 0.01], [-0.09, 0.00, -0.01], [0.02, -0.06, 0.03], [0.03, 0.02, 0.02], [-0.08, -0.01, 0.02], [0.05, 0.06, 0.04], [0.01, 0.01, -0.07], [-0.03, 0.05, 0.02], [0.04, 0.03, 0.08], [0.02, 0.00, -0.06], [-0.04, 0.04, 0.01], [0.06, 0.02, -0.08], [-0.04, -0.12, -0.01], [0.02, 0.02, 0.02], [0.01, -0.17, 0.00], [0.01, 0.03, -0.12], [0.01, 0.05, -0.03], [0.03, 0.01, 0.08], [0.04, -0.08, -0.04], [0.01, 0.06, -0.08], [-0.09, 0.03, 0.01], [0.05, 0.02, 0.06], [0.04, 0.06, 0.02], [0.09, 0.01, 0.07], [-0.04, 0.05, 0.03]], "lowdin_spin": [0.88, 0.00, 0.00, 0.00, 0.01, 0.00, 0.00, 0.00, 0.00, 0.00, 0.00, 0.00, 0.00, 0.00, 0.00, 0.00, 0.00, 0.00, 0.00, 0.01, 0.01, 0.00, 0.00, 0.01, 0.01, 0.00, 0.00, 0.01, 0.02, 0.00, 0.02, 0.00, 0.02, 0.00, 0.00, 0.00, 0.00, 0.00, 0.00, 0.00, 0.00, 0.00, 0.00, 0.01, 0.00, 0.00, 0.00, 0.00, 0.00, 0.00, 0.00, 0.00, 0.00, 0.00, 0.00, 0.00, 0.00, 0.00, 0.00, 0.00, 0.00, 0.00, 0.00, 0.00, 0.00, 0.00, 0.00, 0.00, 0.00, 0.00, 0.00, 0.00, 0.00, 0.00, 0.00, 0.00, 0.00, 0.00, 0.00]}

***

{"formula": "C23H39Cl3N3O3PdSSi", "method": "ωB97M-V/def2-TZVPD", "e_tot_ha": -3486.0491, "homo_lumo_gap_ev": [4.695, 6.367], "spin_multiplicity": 3, "charge": -1, "e_homo_ha": [-0.0812, -0.1437], "species": ["C", "C", "H", "H", "H", "C", "C", "H", "H", "H", "H", "Pd", "Cl", "Cl", "H", "H", "C", "C", "N", "H", "C", "O", "H", "H", "H", "H", "H", "H", "C", "C", "N", "H", "C", "O", "H", "H", "H", "H", "O", "C", "C", "C", "H", "C", "H", "C", "H", "C", "C", "H", "H", "H", "Si", "Cl", "C", "C", "C", "H", "H", "H", "H", "H", "H", "H", "H", "H", "S", "C", "C", "N", "C", "H", "H", "H"], "positions_angstrom": [[-2.68510, 3.11143, 1.02812], [-2.93228, 1.97949, 1.97176], [-3.59555, 3.59090, 0.67847], [-2.11551, 2.76875, 0.16620], [-2.07330, 3.87658, 1.51225], [-4.09667, 1.69986, 2.56128], [-5.39004, 2.42905, 2.42271], [-4.12506, 0.85663, 3.24318], [-5.34958, 3.24364, 1.70496], [-5.70342, 2.85177, 3.38048], [-6.19204, 1.75343, 2.11390], [0.00000, 0.00000, 0.00000], [1.51078, 1.23495, 1.24975], [-0.31434, 1.70510, -1.54435], [4.48166, -2.11564, -2.59607], [5.34280, 0.35070, -2.72711], [3.51603, -1.72018, -2.91228], [4.32730, 0.61678, -3.02265], [3.37655, -0.33915, -2.49824], [2.72192, -2.30172, -2.46016], [2.39781, 0.04651, -1.67504], [1.56001, -0.73491, -1.19574], [4.10168, 1.60702, -2.63997], [2.37650, 1.11018, -1.44410], [3.44793, -1.79658, -3.99752], [4.28112, 0.64541, -4.11173], [-3.82794, 0.99626, -0.71384], [-4.83913, -0.73212, 0.82227], [-3.57690, 0.21235, -1.42374], [-4.63275, -1.46547, 0.04249], [-3.47298, -1.05270, -0.71788], [-2.62401, 0.45443, -1.87655], [-2.31093, -1.67645, -0.58439], [-1.23640, -1.32613, -1.10264], [-4.45280, -2.43115, 0.50664], [-2.36641, -2.58752, 0.02640], [-4.35679, 0.14216, -2.18159], [-5.50225, -1.54480, -0.60842], [-1.53846, 0.33383, 1.01879], [-1.69907, 1.10865, 2.17263], [-2.23501, -1.05679, 3.36143], [-1.75788, 0.24832, 3.41354], [-2.52548, -1.45507, 2.40063], [-2.32174, -1.83137, 4.50931], [-0.84585, 1.78557, 2.29224], [-1.34199, 0.75247, 4.64214], [-2.70854, -2.84179, 4.45120], [-1.91610, -1.31406, 5.73236], [-1.41673, -0.01913, 5.79257], [-0.95670, 1.76356, 4.69291], [-1.98302, -1.91532, 6.63035], [-1.08878, 0.39095, 6.73939], [-0.31889, 4.87310, -5.71654], [-2.02393, 5.92792, -5.08471], [-0.90988, 3.27881, -6.48817], [0.72901, 4.55877, -4.20352], [0.56925, 5.94977, -6.95697], [-1.46965, 2.67730, -5.77414], [-0.06539, 2.68314, -6.83681], [-1.55804, 3.46928, -7.34162], [-0.06321, 6.16811, -7.81554], [1.46922, 5.45415, -7.32257], [0.86759, 6.89869, -6.51473], [0.18963, 3.96923, -3.46432], [1.02868, 5.49159, -3.72933], [1.63526, 4.01313, -4.46909], [1.02622, -2.95150, 3.25439], [0.77441, -3.77413, 1.81373], [0.45528, -2.84103, 0.83818], [0.41274, -1.54802, 1.26695], [0.72096, -1.44273, 2.58245], [0.85599, -4.84224, 1.66628], [0.26076, -3.12246, -0.18663], [0.77275, -0.51686, 3.13171]], "atomic_forces_ev_per_a": [[-0.03, 0.13, -0.07], [-0.14, -0.12, 0.33], [-0.12, 0.04, -0.04], [0.09, -0.13, -0.09], [0.05, 0.02, 0.07], [0.28, -0.01, -0.02], [-0.23, 0.09, -0.02], [0.00, -0.06, 0.05], [0.03, 0.06, -0.07], [-0.02, 0.04, 0.07], [-0.06, -0.04, -0.05], [2.61, 0.60, -1.54], [1.59, 1.32, 1.14], [-0.35, 1.68, -1.71], [0.09, -0.05, 0.03], [0.10, -0.01, 0.02], [0.01, 0.23, 0.05], [-0.12, -0.17, 0.05], [0.46, -0.13, -0.38], [-0.09, -0.01, 0.07], [-1.22, -0.74, 0.79], [2.41, -0.11, -1.78], [-0.05, 0.06, 0.06], [-0.09, 0.14, 0.10], [-0.01, -0.01, -0.11], [0.00, 0.01, -0.12], [0.01, 0.13, 0.12], [-0.04, 0.08, 0.12], [0.04, -0.15, 0.14], [0.25, 0.15, -0.05], [-0.52, 0.01, -0.17], [0.19, 0.05, -0.03], [1.04, 0.23, -0.44], [-1.96, -1.56, -0.66], [0.04, -0.09, 0.04], [-0.04, -0.06, 0.14], [-0.11, -0.02, -0.10], [-0.09, -0.01, -0.08], [-4.70, 1.13, 3.15], [0.08, -0.42, -0.94], [-0.09, 0.01, 0.13], [-0.17, 0.09, 0.24], [0.00, 0.01, -0.14], [-0.04, 0.06, 0.00], [0.15, 0.14, 0.09], [-0.07, -0.06, 0.01], [0.01, -0.04, 0.00], [0.03, -0.01, 0.03], [-0.01, -0.04, 0.01], [0.03, 0.05, -0.03], [0.01, -0.02, 0.02], [0.02, 0.01, 0.04], [0.09, -0.21, 0.49], [0.15, -0.05, -0.16], [-0.02, 0.14, -0.04], [-0.19, 0.14, -0.28], [-0.09, 0.00, -0.04], [0.02, 0.01, 0.14], [0.09, -0.02, 0.01], [-0.06, 0.06, -0.10], [-0.08, 0.01, -0.08], [0.06, -0.08, 0.01], [0.01, 0.06, 0.09], [-0.06, -0.17, 0.10], [0.01, 0.12, 0.01], [0.05, -0.07, -0.05], [0.40, -0.30, 1.46], [-0.41, 0.69, -1.44], [0.29, -0.82, 1.15], [1.03, -1.81, 2.95], [-0.54, -0.81, -2.70], [0.05, 0.15, 0.26], [-0.07, 0.46, -0.07], [0.01, 0.03, -0.18]], "lowdin_spin": [0.00, 0.00, 0.00, 0.00, 0.00, 0.01, 0.00, 0.00, 0.00, 0.00, 0.00, 1.34, 0.15, 0.11, 0.00, 0.00, 0.00, 0.00, 0.00, 0.00, 0.00, 0.05, 0.00, 0.00, 0.00, 0.00, 0.00, 0.00, 0.00, 0.00, 0.03, 0.00, 0.04, 0.01, 0.00, 0.00, 0.00, 0.00, 0.11, 0.01, 0.00, 0.00, 0.00, 0.00, 0.00, 0.00, 0.00, 0.00, 0.00, 0.00, 0.00, 0.00, 0.00, 0.00, 0.00, 0.00, 0.00, 0.00, 0.00, 0.00, 0.00, 0.00, 0.00, 0.01, 0.00, 0.00, 0.01, 0.01, 0.00, 0.07, 0.00, 0.00, 0.00, 0.00]}